Entry 1:
Below is a molecular structure, C29H49BrN2OP2Pb at a distorted geometry, with properties calculated with ωB97M-V/def2-TZVPD.

Element x y z (Å)
N 7.806 -0.822 1.470
C 7.059 -0.087 2.305
C 5.679 -0.269 2.424
C 5.046 -1.226 1.608
C 5.842 -2.031 0.788
C 7.221 -1.769 0.732
C 3.571 -1.289 1.545
Pb 2.380 -3.216 1.784
P -0.940 -3.229 2.353
C 2.892 -1.620 0.278
C 1.738 -0.787 -0.170
C 0.737 -1.363 -0.992
C -0.572 -0.872 -0.933
C -0.857 0.276 -0.171
C 0.218 1.020 0.354
C 1.512 0.492 0.384
Br -2.599 0.800 0.156
H 3.085 -0.595 2.236
H 3.416 -2.178 -0.504
H 5.113 0.409 3.073
H 5.409 -2.781 0.119
H 7.582 0.670 2.890
H 7.860 -2.351 0.064
H 0.989 -2.244 -1.593
H 2.315 1.017 0.898
H -1.397 -1.369 -1.450
H 0.019 1.973 0.819
P -1.948 0.877 -3.658
C 0.004 -1.613 2.412
C 0.767 -1.445 3.730
H -0.648 -0.734 2.287
H 0.625 -1.584 1.514
H 1.565 -0.709 3.608
H 0.070 -1.059 4.482
H 1.186 -2.389 4.100
C -0.744 -4.040 0.687
C -1.839 -5.070 0.362
H 0.225 -4.565 0.676
H -0.720 -3.262 -0.084
H -1.640 -5.490 -0.635
H -1.841 -5.905 1.073
H -2.843 -4.628 0.340
C -2.522 -2.320 1.917
C -3.848 -2.980 2.260
H -2.470 -2.097 0.837
H -2.503 -1.345 2.422
H -4.657 -2.295 1.968
H -3.995 -3.925 1.730
H -3.925 -3.153 3.342
C -3.244 1.858 -4.533
C -2.910 2.490 -5.887
H -3.539 2.630 -3.804
H -4.097 1.167 -4.642
H -2.175 3.294 -5.802
H -2.541 1.751 -6.604
H -3.818 2.924 -6.317
C -2.115 -0.752 -4.502
C -0.864 -1.374 -5.117
H -2.920 -0.649 -5.251
H -2.500 -1.415 -3.710
H -0.538 -0.837 -6.018
H -0.031 -1.406 -4.401
H -1.095 -2.406 -5.415
C -0.402 1.643 -4.290
C -0.150 3.006 -3.633
H -0.467 1.720 -5.386
H 0.430 0.958 -4.051
H 0.896 3.311 -3.776
H -0.782 3.797 -4.056
H -0.338 2.963 -2.550
C -2.024 4.960 2.857
N -0.805 4.192 2.690
C 0.193 4.719 1.784
C -0.596 2.962 3.261
C -1.737 2.410 4.071
O 0.478 2.366 3.094
H -1.875 5.937 2.395
H -2.254 5.104 3.921
H -2.896 4.476 2.388
H 1.198 4.454 2.126
H 0.063 4.326 0.762
H 0.070 5.806 1.757
H -2.572 2.140 3.405
H -1.383 1.509 4.577
H -2.083 3.137 4.819

HOMO-LUMO gap (alpha / beta) ... 2.465 / 2.584 eV
Maximum force ... 0.09673 hartree/bohr
ΔE to the lowest compared entry with this formula, charge and spin ... 24.5 kcal/mol
Total charge ... +2
E_HOMO (alpha / beta) ... -0.4490 / -0.4521 Ha


Entry 2:
Below is a molecular structure, C43H36IN6P2Ti at a distorted geometry, with properties calculated with ωB97M-V/def2-TZVPD.

Element x y z (Å)
Ti 0.388 -0.205 0.418
C 2.921 -0.434 -1.844
P 1.066 -0.473 -2.013
C 0.767 0.875 -3.212
C 0.853 2.161 -2.673
C 0.700 3.285 -3.470
C 0.443 3.141 -4.828
C 0.376 1.872 -5.379
C 0.547 0.747 -4.579
C 0.698 -2.085 -2.793
C 1.330 -3.198 -2.225
C 0.994 -4.484 -2.612
C 0.004 -4.691 -3.570
C -0.647 -3.600 -4.121
C -0.307 -2.304 -3.732
C 3.321 -0.218 -0.410
C 4.561 -0.219 0.160
C 4.402 0.226 1.513
C 3.076 0.472 1.700
C 2.339 1.110 2.844
P 0.614 0.427 2.886
C -0.451 1.707 3.602
C 0.039 2.824 4.272
C -0.832 3.814 4.718
C -2.197 3.692 4.505
C -2.699 2.572 3.851
C -1.828 1.593 3.396
C 0.764 -0.856 4.184
C 0.136 -0.772 5.423
C 0.292 -1.787 6.362
C 1.087 -2.886 6.075
C 1.737 -2.969 4.849
C 1.570 -1.963 3.909
N 2.366 0.182 0.531
H 3.265 0.390 -2.470
H 3.346 -1.348 -2.261
H 1.085 2.282 -1.620
H 0.794 4.273 -3.036
H 0.317 4.015 -5.455
H 0.208 1.751 -6.441
H 0.545 -0.227 -5.048
H 2.089 -3.059 -1.463
H 1.501 -5.330 -2.164
H -0.254 -5.695 -3.882
H -1.423 -3.750 -4.861
H -0.861 -1.475 -4.151
H 5.487 -0.483 -0.329
H 5.184 0.364 2.245
H 2.278 2.191 2.691
H 2.835 0.935 3.798
H 1.100 2.927 4.462
H -0.438 4.679 5.236
H -2.871 4.463 4.858
H -3.765 2.462 3.698
H -2.225 0.726 2.879
H -0.484 0.084 5.661
H -0.204 -1.712 7.321
H 1.205 -3.676 6.806
H 2.373 -3.816 4.626
H 2.095 -2.028 2.961
I -2.367 -5.578 2.295
C -1.744 -4.004 1.157
C -2.024 -3.754 -0.174
N -1.412 -2.616 -0.496
N -0.720 -2.091 0.540
C -0.932 -2.941 1.550
H -2.596 -4.308 -0.901
H -1.303 -2.213 -1.417
H -0.498 -2.742 2.520
N -3.868 9.656 0.203
C -3.615 8.536 0.185
C -3.292 7.119 0.165
C -4.212 6.193 0.638
C -3.908 4.840 0.618
C -2.689 4.433 0.110
C -1.766 5.346 -0.369
C -2.065 6.698 -0.334
N -2.362 3.035 0.078
C -3.219 1.966 -0.081
C -2.446 0.852 -0.034
N -1.115 1.226 0.154
C -1.122 2.534 0.217
H -5.160 6.531 1.035
H -4.610 4.122 1.020
H -0.828 5.014 -0.793
H -1.353 7.423 -0.703
H -4.274 2.094 -0.246
H -2.756 -0.177 -0.098
H -0.263 3.154 0.416

HOMO-LUMO gap (alpha / beta) ... 6.843 / 7.305 eV
2S+1 ... 3
Maximum force ... 0.02261 hartree/bohr
⟨S²⟩ ... 2.01
Total charge ... +1
E_HOMO (alpha / beta) ... -0.3369 / -0.3566 Ha


Entry 3:
Below is a single C6H9N molecule at a distorted geometry, with properties calculated with ωB97M-V/def2-TZVPD.

Element x y z (Å)
C -0.656 -0.911 -2.460
C -0.706 -0.467 -1.076
C -1.259 -0.028 -0.082
C -1.190 0.441 1.266
C 0.524 0.424 1.632
C 1.453 -0.118 0.626
N 1.304 1.349 0.789
H -0.307 -1.940 -2.565
H -0.037 -0.260 -3.081
H -1.691 -0.850 -2.804
H -1.793 -0.194 1.946
H -1.497 1.490 1.366
H 0.599 0.382 2.720
H 0.783 -0.454 -0.313
H 2.394 -0.679 0.758
H 2.078 1.815 1.278

HOMO-LUMO gap ... 9.364 eV
Maximum force ... 0.06072 hartree/bohr
ΔE to the lowest compared entry with this formula, charge and spin ... 105.5 kcal/mol
E_HOMO ... -0.3061 Ha


Entry 4:
Below is 10 unconnected molecules or ions with the total composition C10H18Cl22 at a distorted geometry, with properties calculated with ωB97M-V/def2-TZVPD.

Element x y z (Å)
Cl 22.155 -15.406 -2.295
C 23.928 -15.737 -2.111
Cl 24.599 -15.229 -0.573
Cl 24.772 -14.889 -3.492
H 24.112 -16.806 -2.217
Cl 24.178 -16.312 3.273
C 22.490 -15.632 3.592
Cl 22.362 -14.959 5.274
Cl 21.140 -16.796 3.374
H 22.385 -14.740 2.975
Cl 20.129 -12.877 0.309
C 18.694 -13.835 0.201
Cl 17.332 -13.116 1.046
H 18.382 -14.008 -0.829
H 18.956 -14.755 0.724
Cl 23.520 -12.941 1.479
C 24.626 -11.506 1.424
Cl 25.565 -11.207 2.910
H 25.359 -11.692 0.639
H 23.942 -10.727 1.087
Cl 24.131 -20.494 -1.443
C 24.160 -20.226 0.358
Cl 23.266 -18.750 0.674
H 23.683 -21.077 0.845
H 25.181 -20.090 0.712
Cl 28.311 -17.797 2.677
C 27.777 -17.174 1.078
Cl 27.789 -18.517 -0.131
H 26.809 -16.673 1.079
H 28.493 -16.422 0.749
Cl 27.540 -21.382 -4.918
C 26.005 -20.850 -4.380
Cl 26.026 -19.107 -4.300
H 25.175 -21.239 -4.970
H 25.870 -21.132 -3.336
Cl 19.463 -18.400 -5.678
C 21.057 -18.532 -6.488
Cl 20.894 -19.099 -8.222
H 21.468 -17.523 -6.491
H 21.700 -19.141 -5.852
Cl 27.978 -14.968 -5.424
C 27.469 -16.344 -6.414
Cl 26.839 -15.744 -7.969
H 28.268 -17.077 -6.532
H 26.595 -16.728 -5.886
Cl 28.624 -14.955 -1.594
C 28.023 -13.277 -2.037
Cl 27.566 -12.547 -0.511
H 28.896 -12.826 -2.509
H 27.169 -13.299 -2.714

HOMO-LUMO gap ... 11.073 eV
Maximum force ... 0.03479 hartree/bohr
E_HOMO ... -0.4024 Ha


Entry 5:
Below is a molecular structure, C17H11BBr2F4NO4Re, with properties calculated with ωB97M-V/def2-TZVPD.

Element x y z (Å)
Re 0.068 0.360 0.270
C -2.108 0.200 2.791
C -0.699 -0.025 3.210
C -0.356 -0.243 4.555
C 0.946 -0.416 4.942
C 1.973 -0.379 3.982
C 3.369 -0.511 4.213
Br 3.997 -0.800 5.964
C 4.260 -0.427 3.181
C 3.831 -0.209 1.850
Br 5.083 -0.100 0.468
C 2.492 -0.076 1.608
O 1.932 0.138 0.386
C 1.576 -0.165 2.655
N 0.264 -0.006 2.283
H -2.759 0.248 3.660
H -2.464 -0.601 2.142
H -2.198 1.142 2.242
H -1.153 -0.258 5.283
H 1.192 -0.571 5.984
H 5.320 -0.529 3.371
O -1.045 3.889 -2.005
C -0.615 4.809 -1.137
C -0.814 6.142 -1.519
C -0.411 7.170 -0.702
C 0.205 6.917 0.529
C 0.405 5.617 0.917
C 0.006 4.539 0.102
C 0.280 3.225 0.651
O 0.744 2.921 1.711
O -0.076 2.140 -0.205
H -0.882 3.000 -1.670
H -1.292 6.329 -2.469
H -0.576 8.191 -1.020
H 0.520 7.733 1.163
H 0.879 5.386 1.861
F -4.348 -0.789 0.722
B -4.194 -0.111 -0.397
F -3.907 1.174 -0.330
F -4.314 -0.705 -1.555
F -1.562 -0.411 -0.190

HOMO-LUMO gap (alpha / beta) ... 6.583 / 6.489 eV
2S+1 ... 2
Maximum force ... 0.01132 hartree/bohr
⟨S²⟩ ... 0.75
ΔE to the lowest compared entry with this formula, charge and spin ... 0.0 kcal/mol
Total charge ... +1
E_HOMO (alpha / beta) ... -0.4257 / -0.4257 Ha


Entry 6:
Below is 2 unconnected molecules or ions with the total composition CH4BNO3 at a distorted geometry, with properties calculated with ωB97M-V/def2-TZVPD.

Element x y z (Å)
B -1.309 0.019 -0.053
C 2.299 -0.606 -0.121
N 3.337 -0.154 0.307
O -0.046 0.378 -0.474
O -1.546 -1.292 0.100
O -2.310 0.922 0.149
H 3.479 0.883 0.253
H -0.068 1.177 -0.428
H -0.768 -1.760 -0.116
H -3.067 0.432 0.382

HOMO-LUMO gap ... 11.770 eV
Maximum force ... 0.29615 hartree/bohr
ΔE to the lowest compared entry with this formula, charge and spin ... 53.1 kcal/mol
E_HOMO ... -0.4134 Ha


Entry 7:
Below is a gas-phase ion, C4H6N3OS (charge -1) at a distorted geometry, with properties calculated with ωB97M-V/def2-TZVPD.

Element x y z (Å)
H 2.588 0.214 -0.890
N 2.161 -0.622 -0.429
C 0.936 -0.570 -0.108
N 0.242 -1.622 0.392
C -1.033 -1.359 0.903
O -1.594 -2.241 1.458
C -1.324 0.082 0.661
S -2.423 0.058 -0.676
N 0.150 0.523 0.083
C 0.229 1.698 -0.720
H 0.698 -2.528 0.351
H -1.382 0.648 1.627
H -0.540 1.495 -1.554
H -0.041 2.469 -0.043
H 1.331 1.754 -1.054

HOMO-LUMO gap ... 7.275 eV
Maximum force ... 0.06247 hartree/bohr
ΔE to the lowest compared entry with this formula, charge and spin ... 2.9 kcal/mol
Total charge ... -1
E_HOMO ... -0.1260 Ha


Entry 8:
Below is a gas-phase ion, C6H10NO (charge +1) at a distorted geometry, with properties calculated with ωB97M-V/def2-TZVPD.

Element x y z (Å)
C 0.102 1.725 -0.738
N -0.046 0.337 -0.207
C 1.455 -0.276 0.134
C 2.599 -0.237 0.864
O 3.703 -0.341 1.043
C -0.812 -0.787 -0.873
C -1.299 -1.216 0.524
C -0.771 0.198 1.054
H 0.374 2.287 0.082
H 0.881 1.860 -1.603
H -0.855 1.880 -1.186
H 1.465 -1.293 -0.357
H -0.219 -1.528 -1.361
H -1.597 -0.233 -1.549
H -2.457 -1.315 0.368
H -0.824 -2.205 0.752
H -1.551 0.906 1.165
H -0.148 0.238 1.886

HOMO-LUMO gap ... 9.535 eV
Maximum force ... 0.11891 hartree/bohr
ΔE to the lowest compared entry with this formula, charge and spin ... 94.1 kcal/mol
Total charge ... +1
E_HOMO ... -0.5090 Ha


Entry 9:
Below is a gas-phase ion, C6H9ClIN2 (charge +1) at a distorted geometry, with properties calculated with ωB97M-V/def2-TZVPD.

Element x y z (Å)
C -0.740 -0.264 -2.059
C -0.492 1.192 -1.591
C -0.250 1.022 -0.090
Cl -1.682 0.775 1.076
C 0.943 1.068 0.409
N 1.262 0.833 1.713
C 0.757 0.057 2.672
N -0.094 -0.930 2.579
C -0.506 -2.098 2.556
I 0.627 -3.901 2.857
H 0.168 -0.814 -2.154
H -1.336 -0.222 -2.875
H -1.297 -0.770 -1.300
H -1.477 1.732 -1.712
H 0.297 1.655 -2.091
H 1.734 1.281 -0.309
H 2.154 1.274 1.981
H 0.849 0.493 3.599
H -1.594 -2.355 2.374

HOMO-LUMO gap ... 8.330 eV
Maximum force ... 0.08896 hartree/bohr
ΔE to the lowest compared entry with this formula, charge and spin ... 13.8 kcal/mol
Total charge ... +1
E_HOMO ... -0.4830 Ha


Entry 10:
Below is 2 unconnected molecules or ions with the total composition C4H3S2 at a distorted geometry, with properties calculated with ωB97M-V/def2-TZVPD.

Element x y z (Å)
C 1.367 0.735 -0.046
C 3.844 0.245 -0.168
C 2.592 0.305 -0.211
C 0.017 0.100 0.162
S 5.389 -0.162 0.035
S -0.077 3.141 -0.088
H -0.198 -1.059 0.178
H -0.650 0.700 -0.656
H -0.417 0.404 1.180

HOMO-LUMO gap (alpha / beta) ... 5.874 / 5.907 eV
Maximum force ... 0.05817 hartree/bohr
ΔE to the lowest compared entry with this formula, charge and spin ... 105.3 kcal/mol
Total charge ... -1
E_HOMO (alpha / beta) ... -0.1244 / -0.1254 Ha


Entry 11:
Below is a molecular structure, C25H43CrGeN4O4S at a distorted geometry, with properties calculated with ωB97M-V/def2-TZVPD.

Element x y z (Å)
Cr -7.609 -15.819 5.310
C -12.672 -17.126 7.406
C -11.966 -17.947 6.320
C -11.982 -19.436 6.655
C -12.502 -17.680 4.926
O -10.608 -17.431 6.374
Ge -9.185 -18.487 6.269
O -8.067 -17.156 6.944
C -7.260 -17.620 8.085
C -6.300 -16.514 8.422
C -8.196 -17.810 9.282
C -6.471 -18.902 7.782
O -8.067 -17.609 4.260
C -8.673 -17.892 2.947
C -9.840 -16.902 2.789
C -7.685 -17.673 1.809
C -9.186 -19.302 2.885
H -13.741 -17.180 7.347
H -12.292 -17.414 8.369
H -12.353 -16.087 7.295
H -13.022 -19.732 6.737
H -11.606 -20.039 5.890
H -11.473 -19.591 7.597
H -13.543 -18.027 4.901
H -12.471 -16.632 4.662
H -11.926 -18.253 4.170
H -6.793 -15.595 8.718
H -5.687 -16.878 9.217
H -5.660 -16.274 7.551
H -8.888 -16.980 9.362
H -8.701 -18.780 9.270
H -7.544 -17.857 10.189
H -5.637 -18.625 7.162
H -6.018 -19.410 8.627
H -7.110 -19.618 7.246
H -9.443 -15.907 2.474
H -10.575 -17.228 2.043
H -10.350 -16.778 3.751
H -7.287 -16.645 1.806
H -6.838 -18.406 1.898
H -8.234 -17.739 0.882
H -10.018 -19.418 3.634
H -9.555 -19.546 1.875
H -8.403 -20.047 3.158
C -11.627 -13.651 4.652
C -10.436 -14.167 5.426
O -9.548 -14.819 4.927
N -10.376 -13.785 6.738
C -9.325 -14.282 7.623
C -7.998 -13.625 7.464
C -7.598 -12.560 8.274
C -6.294 -12.154 8.269
C -5.415 -12.754 7.405
C -5.882 -13.749 6.544
N -7.137 -14.190 6.596
H -12.470 -13.431 5.313
H -11.936 -14.479 4.011
H -11.378 -12.787 4.048
H -11.167 -13.328 7.121
H -9.197 -15.356 7.440
H -9.665 -14.215 8.650
H -8.337 -12.069 8.893
H -5.982 -11.376 8.928
H -4.353 -12.503 7.301
H -5.268 -14.264 5.834
N -5.869 -12.539 0.272
C -6.243 -13.169 1.416
C -7.070 -12.596 2.359
C -7.445 -13.372 3.440
N -6.952 -14.577 3.711
C -6.016 -15.031 2.834
C -5.659 -14.388 1.694
H -6.393 -11.700 0.037
H -5.603 -13.034 -0.593
H -7.470 -11.627 2.168
H -8.132 -12.928 4.147
H -5.621 -16.004 3.050
H -4.887 -14.834 1.105
S -6.340 -17.767 4.565

HOMO-LUMO gap (alpha / beta) ... 8.018 / 7.055 eV
2S+1 ... 3
Maximum force ... 0.04840 hartree/bohr
⟨S²⟩ ... 2.02
Total charge ... +1
E_HOMO (alpha / beta) ... -0.3714 / -0.3379 Ha


Entry 12:
Below is a molecular structure, C26H23Cl3CrN2O6P, with properties calculated with ωB97M-V/def2-TZVPD.

Element x y z (Å)
Cr 0.877 0.093 0.578
C 2.029 -0.719 2.204
C 0.659 -0.571 2.608
C -0.116 -1.426 1.793
C 0.768 -2.127 0.931
C 2.081 -1.685 1.174
H 2.875 -0.206 2.633
H 0.287 0.076 3.386
H -1.189 -1.505 1.781
H 0.459 -2.805 0.156
H 2.963 -1.967 0.619
O -4.584 3.174 -0.734
C -5.092 1.964 -0.889
O -6.241 1.789 -1.212
C -4.194 0.801 -0.615
C -4.606 -0.517 -0.704
Cl -6.087 -1.182 -1.198
N -3.555 -1.306 -0.369
N -2.471 -0.577 -0.091
C -2.827 0.686 -0.233
C -1.783 1.736 -0.033
O -2.100 2.932 -0.042
O -0.590 1.340 0.114
C -3.442 -2.725 -0.368
C -4.380 -3.513 0.282
C -4.215 -4.889 0.285
C -3.119 -5.465 -0.340
C -2.180 -4.663 -0.973
C -2.337 -3.287 -0.993
H -3.630 3.148 -0.426
H -5.221 -3.053 0.781
H -4.942 -5.512 0.787
H -2.994 -6.539 -0.331
H -1.325 -5.112 -1.461
H -1.616 -2.638 -1.469
Cl 2.317 1.245 -3.902
C 0.971 0.266 -3.328
Cl -0.585 1.058 -3.629
C 1.052 -0.009 -1.830
O 0.267 -0.835 -1.331
O 1.860 0.639 -1.109
H 0.977 -0.673 -3.875
C 0.296 3.080 2.434
P 1.559 2.237 1.426
C 1.815 3.393 0.049
C 3.067 2.391 2.427
C 4.317 2.507 1.822
C 5.469 2.542 2.593
C 5.389 2.452 3.974
C 4.150 2.327 4.585
C 2.997 2.296 3.816
H 0.694 4.003 2.856
H -0.050 2.438 3.243
H -0.550 3.305 1.786
H 2.105 4.378 0.416
H 0.866 3.459 -0.484
H 2.561 3.006 -0.642
H 4.397 2.570 0.745
H 6.432 2.640 2.110
H 6.288 2.480 4.574
H 4.080 2.258 5.662
H 2.037 2.202 4.307

HOMO-LUMO gap (alpha / beta) ... 9.197 / 9.038 eV
2S+1 ... 2
Maximum force ... 0.01506 hartree/bohr
⟨S²⟩ ... 0.77
ΔE to the lowest compared entry with this formula, charge and spin ... 10.5 kcal/mol
E_HOMO (alpha / beta) ... -0.3407 / -0.3252 Ha